Entry 1:
11
Properties=species:S:1:pos:R:3:forces:R:3:lowdin_charge:R:1 method="wB97M-V/def2-TZVPD" lumo_ha=0.015 homo_lumo_gap_ev=10.6 homo_ha=-0.373 multiplicity=1 smiles="C=CC#N.C=O" charge=0
C 0.5081 -1.6340 0.0842 -0.05 0.11 0.09 0.05
C 1.1445 -0.7653 0.8647 0.13 -0.45 0.01 -0.16
C 1.2772 0.6134 0.5168 -0.28 1.35 -0.38 -0.24
N 1.2866 1.7401 0.2411 0.13 -1.16 0.27 0.15
H 0.3917 -2.6699 0.3835 0.08 0.13 -0.02 0.07
H 0.0476 -1.3191 -0.8411 0.03 -0.07 -0.03 0.06
H 1.5885 -1.0664 1.8025 0.03 0.01 0.07 0.10
C -1.5493 1.2814 -0.7577 -0.37 -0.24 -0.14 -0.16
O -1.8555 0.1311 -0.9644 0.20 0.52 0.16 -0.03
H -1.6034 1.7377 0.2486 0.03 -0.13 -0.11 0.08
H -1.2361 1.9511 -1.5782 0.08 -0.06 0.08 0.08

---

Entry 2:
81
Properties=species:S:1:pos:R:3:forces:R:3:lowdin_spin:R:1 method="wB97M-V/def2-TZVPD" lumo_ha="0.154 / 0.154" homo_lumo_gap_ev="4.2 / 4.6" s2=2.023 homo_ha="0.001 / -0.017" multiplicity=3 charge=-2
Ti 0.7399 1.5134 1.3303 0.06 -0.07 -0.10 0.98
O 2.0351 0.7776 2.5134 0.05 -0.01 -0.04 0.04
N 3.0507 1.5192 3.0417 -0.07 0.02 0.10 0.24
C 4.0466 0.8478 3.7310 0.02 0.01 -0.07 0.16
C 5.1149 1.5496 4.2066 0.02 -0.01 -0.01 0.04
C 5.2074 2.9408 4.0210 0.01 -0.01 0.01 0.26
C 4.1384 3.5916 3.3452 -0.01 0.01 -0.03 0.07
C 3.0640 2.8941 2.8701 -0.01 -0.02 -0.01 0.11
S 1.6922 3.5833 2.0219 0.01 0.04 0.07 0.03
H 3.9086 -0.2192 3.8035 -0.01 0.00 0.01 0.02
H 5.8966 1.0020 4.7196 -0.01 0.01 -0.01 0.00
H 6.0689 3.4976 4.3601 -0.01 -0.01 -0.01 0.02
H 4.1531 4.6601 3.1757 0.00 0.00 0.00 0.00
C 0.0887 -1.7534 1.4643 -0.03 0.00 -0.04 0.00
C -1.2980 -2.0831 0.9882 -0.04 0.02 -0.02 0.00
C -1.8508 -3.3180 1.3167 -0.01 0.00 0.00 0.00
C -3.1187 -3.6865 0.8978 0.01 0.00 0.01 0.00
C -3.8794 -2.7976 0.1518 0.00 0.02 0.00 0.00
C -3.3531 -1.5601 -0.1756 -0.03 -0.01 -0.01 0.00
C -2.0612 -1.1997 0.2090 0.14 -0.05 0.09 0.00
P -1.3995 0.4488 -0.2028 -0.18 0.37 0.09 0.00
C -1.7442 0.7519 -1.9770 0.01 -0.22 0.01 0.00
C -2.1100 -0.3050 -2.8093 -0.03 -0.05 0.03 0.00
C -2.3636 -0.1072 -4.1562 0.00 0.02 0.01 0.00
C -2.2333 1.1650 -4.6955 0.01 0.01 0.03 0.00
C -1.8434 2.2136 -3.8792 0.03 0.00 -0.03 0.00
C -1.5912 2.0339 -2.5187 0.03 0.08 -0.05 0.00
C -1.1835 3.2387 -1.7122 -0.02 0.00 0.08 0.00
C -2.6641 1.5641 0.5458 0.04 -0.03 -0.03 0.00
C -3.8286 1.9804 -0.0889 0.00 0.01 -0.04 0.00
C -4.6444 2.9473 0.4825 0.00 0.00 0.01 0.00
C -4.2772 3.5082 1.7005 0.01 0.00 0.00 0.00
C -3.1356 3.0739 2.3548 -0.02 -0.02 -0.01 0.00
C -2.3204 2.0745 1.8099 0.01 0.02 0.03 0.00
C -1.1205 1.5486 2.5004 -0.09 -0.09 0.03 -0.01
H 0.5951 -2.6566 1.8029 0.02 0.00 0.00 0.00
H 0.0791 -1.0527 2.3044 0.01 -0.04 -0.03 0.00
H 0.6796 -1.3279 0.6493 0.06 -0.02 -0.05 0.00
H -1.2508 -4.0169 1.8872 -0.01 0.01 -0.01 0.00
H -3.5049 -4.6680 1.1448 0.01 0.00 -0.01 0.00
H -4.8735 -3.0688 -0.1836 0.00 0.00 0.00 0.00
H -3.9526 -0.8634 -0.7501 0.01 0.01 0.00 0.00
H -2.1706 -1.3013 -2.3911 0.00 0.04 -0.04 0.00
H -2.6421 -0.9477 -4.7807 0.01 0.00 0.00 0.00
H -2.4139 1.3371 -5.7505 0.00 0.00 0.01 0.00
H -1.7116 3.2044 -4.3017 -0.01 0.00 0.00 0.00
H -0.5861 3.9139 -2.3253 -0.01 0.02 -0.01 0.00
H -0.5782 2.9836 -0.8410 -0.02 -0.01 -0.07 0.01
H -2.0635 3.7767 -1.3509 0.00 0.01 0.01 0.00
H -4.0796 1.5828 -1.0669 0.01 -0.01 0.01 0.00
H -5.5403 3.2780 -0.0298 0.01 0.00 0.00 0.00
H -4.8884 4.2861 2.1453 0.00 0.00 0.00 0.00
H -2.8615 3.5033 3.3119 0.00 0.00 0.00 0.00
H -1.2926 0.4951 2.7609 0.00 0.02 0.00 0.00
H -0.9176 2.0859 3.4290 0.01 0.02 0.01 0.00
F -1.8312 -7.0514 -1.0215 -0.01 -0.01 0.00 0.00
C -1.2371 -5.8260 -1.2758 -0.02 -0.01 0.00 0.00
C -1.7491 -5.0092 -2.2686 0.03 0.02 0.00 0.00
C -1.1518 -3.7922 -2.5346 -0.08 -0.06 -0.06 0.00
C -0.0196 -3.3040 -1.7999 -0.05 0.27 0.10 0.00
C 0.5004 -2.0166 -1.9552 0.16 -0.28 -0.21 0.00
C 0.4856 -4.2290 -0.8276 0.01 -0.09 0.05 0.00
C -0.1071 -5.4525 -0.5737 0.04 0.03 -0.04 0.00
H -2.6158 -5.3358 -2.8337 0.00 0.00 0.00 0.00
H -1.5579 -3.1790 -3.3338 0.02 -0.02 0.02 0.00
H 0.2676 -1.4473 -2.8480 -0.07 0.05 0.07 0.00
H 1.4448 -1.7755 -1.4817 -0.04 0.04 0.08 0.00
H 1.3756 -3.9520 -0.2718 0.00 0.01 0.02 0.00
H 0.3032 -6.1220 0.1753 0.00 0.00 0.00 0.00
C 4.1776 -1.3119 -1.5104 -0.01 -0.02 -0.01 0.00
S 4.1365 -0.8515 0.2409 -0.01 0.01 0.05 0.00
C 4.3556 0.8820 0.0680 -0.04 0.01 -0.01 0.00
C 3.4286 1.7445 -0.4045 0.06 -0.02 -0.02 0.00
S 1.8042 1.3590 -0.9216 -0.01 -0.05 -0.02 0.00
S 4.0018 3.3848 -0.5865 0.03 0.03 0.04 0.00
C 5.6075 3.1716 -0.0123 0.02 0.04 -0.08 0.00
S 6.7348 4.3909 0.0644 -0.03 -0.03 0.01 0.00
S 5.9213 1.5501 0.4504 -0.01 0.01 0.05 0.00
H 3.9754 -2.3821 -1.5585 0.00 0.02 -0.01 0.00
H 5.1524 -1.0985 -1.9466 0.01 0.01 0.02 0.00
H 3.3864 -0.7869 -2.0437 0.02 -0.02 0.01 0.00

---

Entry 3:
25
Properties=species:S:1:pos:R:3:forces:R:3:lowdin_charge:R:1 method="wB97M-V/def2-TZVPD" lumo_ha=0.131 homo_lumo_gap_ev=9.0 homo_ha=-0.202 multiplicity=1 charge=-1
O -0.1622 -1.6981 -0.7952 -0.68 -1.29 -0.78 -0.05
C 0.4261 -1.3438 0.2276 -0.11 1.59 0.93 -0.65
O 1.6759 -1.2522 0.3695 -0.46 -0.05 0.37 -0.06
C -0.5276 -0.7577 1.3519 1.49 -2.17 -0.11 -0.11
C -0.5182 0.7484 1.2452 -1.32 2.03 0.56 -0.37
C -1.0705 1.4748 2.5513 -0.01 -5.10 -1.82 -0.05
C -1.4552 0.9900 0.0635 0.79 -0.49 0.51 -0.08
H -0.0963 -1.2494 2.2373 -0.21 0.78 0.39 0.11
H -1.5521 -1.1950 1.1971 0.94 0.62 0.15 0.12
H 0.4678 1.2429 0.9995 -0.70 -1.04 0.42 0.15
H -2.0003 1.0563 2.9113 -0.67 -0.31 -0.41 0.07
H -1.1991 2.4520 2.4539 -0.11 4.37 -0.42 0.01
H -0.4141 1.1547 3.2777 1.77 0.11 2.02 0.04
H -2.3471 0.4623 0.2412 -1.34 -0.91 0.34 0.07
H -1.0201 0.5220 -0.7852 0.16 0.33 -0.75 0.04
H -1.7991 1.9593 -0.1442 0.23 1.78 -0.27 0.06
H 2.1576 -1.0764 -2.2939 1.93 1.77 1.02 -0.05
H 1.0648 -2.0066 -1.9922 -0.83 -0.23 0.75 -0.01
O 1.5903 -1.6619 -2.7097 -0.74 -1.49 -2.55 -0.04
H 3.4259 0.9988 -0.4934 0.99 1.22 1.85 -0.02
H 2.4950 -0.1722 -0.7455 0.93 1.10 -0.36 0.03
O 3.0682 0.5451 -1.2098 -1.92 -2.35 -1.12 -0.09
H -0.1916 -0.2714 -3.0966 3.39 -0.05 -1.55 -0.03
H -0.9505 -0.6647 -2.0074 -0.40 -0.99 1.08 -0.04
O -1.0676 -0.2570 -2.8537 -3.13 0.77 -0.24 -0.05

---

Entry 4:
81
Properties=species:S:1:pos:R:3:forces:R:3:lowdin_charge:R:1 method="wB97M-V/def2-TZVPD" lumo_ha=-0.295 homo_lumo_gap_ev=6.1 homo_ha=-0.519 multiplicity=1 charge=+2
Pb 0.2627 -0.1751 -0.4458 0.26 0.02 -0.09 1.41
C 5.0450 1.3556 -0.5105 0.00 0.00 -0.01 -0.02
O 4.1600 2.4907 -0.7473 -0.01 0.02 -0.03 0.05
C 2.9401 2.0796 -0.4285 -0.07 -0.08 0.02 -0.34
N 2.7740 0.8895 0.0004 0.01 0.15 0.02 0.06
C 4.0950 0.2272 -0.0372 -0.05 -0.01 -0.01 -0.23
C 4.0455 -0.9853 -0.9396 0.01 0.02 0.00 -0.21
C 4.5450 -2.2071 -0.5084 0.01 -0.03 -0.01 -0.03
C 4.5251 -3.3118 -1.3512 0.00 0.00 -0.01 -0.07
C 3.9946 -3.2037 -2.6278 0.00 0.00 0.01 -0.07
C 3.4887 -1.9842 -3.0647 0.01 0.00 0.00 -0.08
C 3.5160 -0.8815 -2.2244 0.01 0.00 0.00 -0.06
C 1.8186 3.0342 -0.6168 0.04 -0.02 -0.01 -0.16
C 1.9898 4.3866 -0.8816 0.02 -0.01 0.01 0.05
C 0.8552 5.1763 -1.0017 -0.02 0.01 0.00 0.01
C -0.4035 4.6051 -0.8534 0.01 0.02 0.00 0.05
C -0.4659 3.2442 -0.6047 0.01 0.08 0.00 -0.17
N 0.6180 2.4811 -0.4966 0.00 -0.04 0.03 0.07
C -1.7230 2.4864 -0.4172 0.01 -0.16 -0.01 -0.32
N -1.7264 1.2149 -0.2940 -0.10 -0.10 0.09 0.01
C -3.1112 0.7729 -0.0530 0.02 0.03 -0.01 -0.22
C -3.9075 2.0891 -0.2321 0.03 0.05 -0.04 0.00
O -2.8738 3.1227 -0.3512 -0.01 0.06 -0.02 0.07
C -3.5380 -0.3316 -0.9909 -0.03 0.02 0.01 -0.20
C -4.3607 -1.3497 -0.5210 0.01 -0.01 0.03 -0.01
C -4.8617 -2.3030 -1.3954 -0.01 0.03 -0.04 -0.07
C -4.5325 -2.2518 -2.7442 -0.05 -0.01 0.03 -0.10
C -3.6866 -1.2558 -3.2132 0.04 0.04 -0.02 -0.07
C -3.1912 -0.2974 -2.3390 -0.06 -0.01 -0.01 -0.04
H 5.7705 1.6568 0.2399 0.00 -0.01 0.01 0.14
H 5.5474 1.1304 -1.4476 0.01 0.00 0.00 0.14
H 4.3514 -0.0966 0.9727 0.02 0.00 0.00 0.15
H 4.9690 -2.2954 0.4860 0.00 0.01 -0.01 0.12
H 4.9428 -4.2528 -1.0172 0.00 0.00 0.00 0.11
H 3.9969 -4.0599 -3.2899 0.00 0.00 0.00 0.11
H 3.1009 -1.8867 -4.0713 0.00 0.00 0.01 0.11
H 3.1419 0.0726 -2.5829 0.01 0.00 0.00 0.12
H 2.9831 4.8012 -0.9808 0.00 0.00 0.00 0.14
H 0.9498 6.2345 -1.2037 0.00 0.00 0.00 0.13
H -1.3078 5.1926 -0.9293 0.00 -0.01 0.00 0.14
H -3.1689 0.4120 0.9762 -0.04 0.01 0.00 0.15
H -4.5334 2.3506 0.6148 -0.01 -0.01 0.01 0.14
H -4.4855 2.1110 -1.1534 -0.02 -0.01 0.01 0.14
H -4.6217 -1.3881 0.5302 0.00 0.00 0.00 0.13
H -5.5289 -3.0720 -1.0280 -0.01 0.01 0.01 0.12
H -4.9619 -2.9704 -3.4320 0.01 0.02 -0.01 0.11
H -3.4417 -1.1985 -4.2665 0.00 -0.02 0.01 0.11
H -2.5670 0.5025 -2.7221 0.02 0.00 0.00 0.12
N 0.3367 0.5796 1.9063 -0.01 -0.04 -0.01 -0.04
N -0.7921 0.0223 2.5424 0.05 -0.09 -0.02 0.01
C -1.2161 -1.2613 2.1085 0.04 0.14 -0.05 -0.74
O -1.9789 -1.8782 2.8181 -0.06 -0.04 0.01 0.07
O -0.7548 -1.6330 0.9532 -0.18 0.06 0.08 -0.30
H 1.2163 0.3065 2.3420 -0.02 -0.01 0.03 0.09
H 0.2670 1.5909 1.9229 0.01 0.00 -0.03 0.10
H -0.8356 0.1305 3.5473 -0.01 0.00 0.00 0.15
C 2.4158 -5.4072 1.2972 0.01 -0.02 0.10 -0.14
Si 1.1681 -4.0835 1.7091 0.01 0.03 -0.12 0.49
C -0.2127 -4.7162 2.7718 0.03 0.05 0.00 -0.16
C 1.9707 -2.5370 2.3849 -0.02 0.04 -0.05 -0.14
N 0.7639 -3.6607 0.0029 0.03 -0.10 -0.06 0.14
C -0.2029 -3.9563 -0.7882 0.08 0.05 0.15 -0.34
C -0.0217 -3.6752 -2.2010 0.00 0.01 -0.09 0.05
C -1.0098 -3.9585 -3.0924 -0.01 0.03 -0.02 -0.02
C -2.2220 -4.4858 -2.6118 -0.01 -0.03 0.00 0.04
C -2.4593 -4.7542 -1.2535 0.05 -0.01 0.01 -0.02
C -1.4709 -4.5102 -0.3487 -0.08 -0.03 0.00 0.08
H 2.8796 -5.7460 2.2277 0.01 -0.02 -0.02 0.05
H 3.1987 -5.0401 0.6339 -0.02 0.01 0.01 0.02
H 1.9368 -6.2713 0.8336 0.01 0.00 -0.01 0.05
H 0.1379 -4.7517 3.8070 0.03 -0.04 -0.01 0.06
H -0.5070 -5.7314 2.4977 -0.03 0.01 0.01 0.05
H -1.0798 -4.0522 2.7608 0.00 0.00 0.02 0.02
H 2.8515 -2.7911 2.9778 -0.01 -0.01 0.01 0.05
H 1.2814 -1.9876 3.0291 0.00 -0.02 -0.01 0.03
H 2.2949 -1.8991 1.5571 0.03 -0.01 0.04 0.01
H 0.9398 -3.2700 -2.4972 -0.01 0.00 0.02 0.11
H -0.8831 -3.7835 -4.1515 -0.01 0.00 0.00 0.13
H -3.0084 -4.7019 -3.3254 0.02 -0.01 0.01 0.13
H -3.4170 -5.1474 -0.9430 0.01 0.00 -0.01 0.13
H -1.6150 -4.6770 0.7093 -0.01 -0.01 0.00 0.11

---

no.,E_tot (a.u.)
1,-285.345223
2,-5239.567698
3,-575.773539
4,-2390.518355